Density functional theory data (ωB97M-V/def2-TZVPD) for C36H37Br3F5S as an isolated structure.

```
! RIJCOSX wB97M-V def2-TZVPD def2/J DEFGRID3
* xyz 1 1
C -2.0781 -0.9627 0.9613
C -1.1900 -1.6831 -0.0473
Br -2.0760 -1.8468 -1.7684
C 0.2222 -1.1552 -0.2237
S 0.3380 0.6545 -0.2625
C 1.6914 1.0129 -1.4473
Br 3.1216 -0.1936 -1.0194
C 2.1673 2.4727 -1.3242
C 1.1333 3.4944 -0.8803
Br 2.8949 2.9229 -3.0616
H -1.9252 -1.3760 1.9573
H -3.1242 -1.1189 0.7043
H -1.9206 0.1176 0.9927
H -1.0553 -2.7115 0.2849
H 0.6870 -1.5404 -1.1286
H 0.8374 -1.4341 0.6327
H -0.7011 0.9380 -1.0694
H 1.3350 0.7732 -2.4470
H 3.0100 2.4921 -0.6374
H 0.1964 3.4163 -1.4337
H 0.9494 3.4081 0.1933
H 1.5283 4.4933 -1.0581
F -0.0190 -2.5213 2.6567
C 1.1378 -3.1241 3.0702
C 1.1742 -4.4986 3.1412
C 2.3590 -5.0951 3.5494
C 3.4620 -4.3176 3.8760
C 3.3867 -2.9342 3.7996
C 2.2099 -2.3202 3.3916
H 0.2985 -5.0812 2.8890
H 2.4163 -6.1731 3.6138
H 4.3801 -4.7904 4.1963
H 4.2411 -2.3264 4.0643
H 2.1203 -1.2423 3.3392
F -1.7819 2.9390 -2.7902
C -1.9531 2.3724 -4.0209
C -1.5572 3.0669 -5.1411
C -1.7395 2.4553 -6.3740
C -2.3031 1.1889 -6.4599
C -2.6905 0.5212 -5.3072
C -2.5174 1.1197 -4.0668
H -1.1359 4.0586 -5.0489
H -1.4549 2.9815 -7.2754
H -2.4585 0.7315 -7.4268
H -3.1407 -0.4605 -5.3722
H -2.8066 0.6334 -3.1458
F 6.0471 -1.4000 4.2417
C 6.4098 -2.0495 3.1142
C 7.1799 -3.1888 3.2192
C 7.5419 -3.8480 2.0531
C 7.1375 -3.3664 0.8156
C 6.3650 -2.2160 0.7436
C 5.9903 -1.5472 1.9001
H 7.4905 -3.5413 4.1933
H 8.1477 -4.7420 2.1139
H 7.4292 -3.8829 -0.0885
H 6.0590 -1.8311 -0.2213
H 5.3898 -0.6473 1.8715
F -5.2255 1.6279 -7.3839
C -5.6001 2.6122 -6.5382
C -5.0031 3.8505 -6.6562
C -5.3894 4.8568 -5.7829
C -6.3583 4.6153 -4.8186
C -6.9429 3.3597 -4.7260
C -6.5650 2.3415 -5.5899
H -4.2504 4.0134 -7.4155
H -4.9337 5.8350 -5.8613
H -6.6620 5.4056 -4.1456
H -7.7034 3.1697 -3.9803
H -7.0121 1.3580 -5.5423
F -2.2358 0.7816 8.8819
C -1.8338 0.3839 7.6625
C -0.8827 -0.6129 7.5686
C -0.4730 -1.0176 6.3073
C -1.0122 -0.4288 5.1712
C -1.9667 0.5715 5.2977
C -2.3884 0.9879 6.5517
H -0.4783 -1.0549 8.4687
H 0.2704 -1.7991 6.2130
H -0.6856 -0.7503 4.1927
H -2.3923 1.0346 4.4161
H -3.1327 1.7620 6.6774
*
```

Results
HOMO energy (eV): -10.89
LUMO level (eV): -3.08
Frontier orbital gap (eV): 7.81

=====

Density functional theory data (ωB97M-V/def2-TZVPD) for C36H37F3P2V as an isolated structure.

```
! RIJCOSX wB97M-V def2-TZVPD def2/J DEFGRID3
* xyz 0 4
V -0.0765 0.1398 -0.1487
C -1.9049 0.8283 -7.4495
C -1.9300 -0.4351 -7.0124
C -1.0627 -1.5580 -7.5128
C 0.2780 -1.1571 -8.1647
C 1.2102 -0.3365 -7.3174
C 1.2422 0.9972 -7.1956
C 0.3646 1.9750 -7.9225
C -0.9793 1.4412 -8.4659
C 1.5530 0.4374 1.2528
H -2.6782 1.5198 -7.0873
H -2.7262 -0.7406 -6.3183
H -1.6277 -2.1426 -8.2599
H -0.8620 -2.2580 -6.6886
H 0.8037 -2.0959 -8.3947
H 0.0698 -0.6927 -9.1326
H 1.9866 -0.9242 -6.8108
H 2.0520 1.4597 -6.6157
H 0.9226 2.3907 -8.7792
H 0.1583 2.8345 -7.2682
H -1.5081 2.3092 -8.8883
H -0.7806 0.7781 -9.3131
H 1.3485 1.3607 1.8241
H 2.6288 0.3348 1.0304
H 1.1643 -0.4560 1.7873
P -1.5139 -0.5229 -1.7467
P 1.5730 0.0433 -1.7101
C -0.5482 -0.7659 -3.2649
C 0.7966 -0.6017 -3.2240
C -2.4754 -2.0622 -1.5283
C -2.8281 -2.8286 -2.6461
C -3.5744 -4.0013 -2.4845
C -3.9455 -4.4161 -1.2014
C -3.5840 -3.6590 -0.0789
C -2.8379 -2.4868 -0.2377
C -2.7485 0.7666 -2.2075
C -2.3038 2.0949 -2.2641
C -3.2238 3.1298 -2.4350
C -4.5804 2.8316 -2.6119
C -5.0176 1.5028 -2.6252
C -4.0989 0.4669 -2.4223
C 3.0891 -0.9699 -1.5152
C 2.9381 -2.2657 -0.9957
C 4.0593 -3.0683 -0.7934
C 5.3333 -2.5908 -1.1152
C 5.4850 -1.3108 -1.6593
C 4.3652 -0.4975 -1.8594
C 2.1772 1.7117 -2.1559
C 2.3874 2.6607 -1.1482
C 2.8654 3.9274 -1.4910
C 3.1070 4.2461 -2.8321
C 2.8972 3.2933 -3.8332
C 2.4275 2.0233 -3.4969
H -1.0788 -1.0067 -4.1945
H 1.4418 -0.8490 -4.0775
H -2.5168 -2.5092 -3.6414
H -3.8607 -4.5804 -3.3650
H -4.5238 -5.3320 -1.0769
H -3.8838 -3.9844 0.9186
H -2.5415 -1.8919 0.6321
H -1.2400 2.3220 -2.1437
H -2.8835 4.1672 -2.4280
H -5.2976 3.6394 -2.7614
H -6.0715 1.2666 -2.7869
H -4.4347 -0.5711 -2.4096
H 1.9416 -2.6338 -0.7415
H 3.9351 -4.0698 -0.3853
H 6.2072 -3.2222 -0.9634
H 6.4740 -0.9444 -1.9328
H 4.4817 0.5068 -2.2717
H 2.1783 2.3927 -0.1087
H 3.0499 4.6631 -0.7096
H 3.4749 5.2372 -3.0940
H 3.1011 3.5312 -4.8761
H 2.2444 1.2762 -4.2680
F -2.6204 1.2945 0.8932
C -1.2362 1.4965 0.9912
F -1.0352 2.8321 0.6109
F -0.9753 1.4521 2.3535
*
```

Results
HOMO energy (spin up / spin down) (eV): -7.36 / -7.66
<S²>: 3.767
LUMO level (spin up / spin down) (eV): 0.26 / 0.12
Frontier orbital gap (spin up / spin down) (eV): 7.63 / 7.78

=====

Density functional theory data (ωB97M-V/def2-TZVPD) for an isolated ion of composition C36H37N2 and charge +1.

```
! RIJCOSX wB97M-V def2-TZVPD def2/J DEFGRID3
* xyz 1 1
C -3.5228 -2.0068 5.7270
C -2.9604 -1.5093 4.4119
C -2.8208 -2.3822 3.3327
C -2.2342 -1.9632 2.1205
C -1.7048 -0.6648 1.9530
C -1.0167 -0.0845 0.6099
C -1.5215 -0.9455 -0.5373
C -2.5630 -0.7038 -1.4779
C -3.4033 0.5266 -1.6305
N -2.6629 -1.7899 -2.3289
C -1.7282 -2.7533 -1.9630
C -1.5040 -3.9860 -2.5542
C -0.5994 -4.8483 -1.9179
C 0.0227 -4.4279 -0.7303
C -0.1593 -3.1452 -0.1908
C -1.0417 -2.2702 -0.8136
C 0.5006 0.4562 0.5397
C 1.2083 0.8338 -0.7889
C 0.5032 1.6202 -1.7825
C 0.3757 3.0284 -1.7199
C -0.3545 3.7026 -2.6823
C -0.9803 3.0239 -3.7279
C -0.7215 1.6588 -3.8986
C 0.0202 0.9819 -2.9517
N 2.4392 0.4023 -1.1474
C 3.3000 -0.3015 -0.1786
C 4.5610 -0.9867 -0.7316
C 5.3090 -0.2683 -1.8537
C 4.3234 0.1959 -2.8862
C 3.1662 1.0091 -2.2911
C 0.6415 1.7388 1.4397
C -0.2349 2.8208 1.2652
C -0.3132 3.9056 2.1590
C 0.5114 3.8881 3.2838
C 1.3813 2.8172 3.4849
C 1.4849 1.7766 2.5522
C -1.9305 0.2074 3.0266
C -2.4750 -0.2052 4.2567
H -3.3086 -1.2963 6.5451
H -4.6121 -2.1657 5.6126
H -3.0693 -2.9721 6.0267
H -3.2174 -3.3925 3.4946
H -2.1508 -2.7266 1.3452
H -1.5565 0.8793 0.4197
H -3.7956 0.8585 -0.6499
H -2.7869 1.3238 -2.0901
H -4.2680 0.3690 -2.2958
H -3.2807 -1.8235 -3.1479
H -1.9848 -4.2864 -3.4853
H -0.3053 -5.8136 -2.3443
H 0.7143 -5.0973 -0.2202
H 0.2633 -2.8356 0.7569
H 1.0927 -0.3571 0.9867
H 0.8868 3.5849 -0.9286
H -0.5118 4.7707 -2.6050
H -1.6399 3.5411 -4.4408
H -1.1486 1.1114 -4.7412
H 0.2186 -0.0846 -3.0609
H 3.6679 0.3953 0.5909
H 2.7026 -1.0622 0.3381
H 5.2605 -1.0711 0.1015
H 4.3393 -2.0130 -1.0594
H 5.8840 0.5912 -1.4849
H 5.9861 -0.9620 -2.3561
H 4.7820 0.8568 -3.6242
H 3.9338 -0.6405 -3.4673
H 2.4514 1.2171 -3.0900
H 3.5841 1.9810 -1.9752
H -0.8597 2.8403 0.3655
H -0.9967 4.7345 1.9329
H 0.4356 4.6881 4.0190
H 1.9695 2.7966 4.3963
H 2.1811 0.9546 2.7369
H -1.6030 1.2477 2.9304
H -2.5534 0.5066 5.0901
*
```

Results
HOMO energy (eV): -9.91
LUMO level (eV): -3.57
Frontier orbital gap (eV): 6.34
SMILES: Cc1ccc([C@H](c2c(C)[nH]c3ccccc23)[C@@H](C(c2ccccc2)=[N+]2CCCCC2)c2ccccc2)cc1

=====

Question: Number 3 is which compound?
Answer: C36H37N2

=====

Copy entry 3 word for word.
Density functional theory data (ωB97M-V/def2-TZVPD) for an isolated ion of composition C36H37N2 and charge +1.

```
! RIJCOSX wB97M-V def2-TZVPD def2/J DEFGRID3
* xyz 1 1
C -3.5228 -2.0068 5.7270
C -2.9604 -1.5093 4.4119
C -2.8208 -2.3822 3.3327
C -2.2342 -1.9632 2.1205
C -1.7048 -0.6648 1.9530
C -1.0167 -0.0845 0.6099
C -1.5215 -0.9455 -0.5373
C -2.5630 -0.7038 -1.4779
C -3.4033 0.5266 -1.6305
N -2.6629 -1.7899 -2.3289
C -1.7282 -2.7533 -1.9630
C -1.5040 -3.9860 -2.5542
C -0.5994 -4.8483 -1.9179
C 0.0227 -4.4279 -0.7303
C -0.1593 -3.1452 -0.1908
C -1.0417 -2.2702 -0.8136
C 0.5006 0.4562 0.5397
C 1.2083 0.8338 -0.7889
C 0.5032 1.6202 -1.7825
C 0.3757 3.0284 -1.7199
C -0.3545 3.7026 -2.6823
C -0.9803 3.0239 -3.7279
C -0.7215 1.6588 -3.8986
C 0.0202 0.9819 -2.9517
N 2.4392 0.4023 -1.1474
C 3.3000 -0.3015 -0.1786
C 4.5610 -0.9867 -0.7316
C 5.3090 -0.2683 -1.8537
C 4.3234 0.1959 -2.8862
C 3.1662 1.0091 -2.2911
C 0.6415 1.7388 1.4397
C -0.2349 2.8208 1.2652
C -0.3132 3.9056 2.1590
C 0.5114 3.8881 3.2838
C 1.3813 2.8172 3.4849
C 1.4849 1.7766 2.5522
C -1.9305 0.2074 3.0266
C -2.4750 -0.2052 4.2567
H -3.3086 -1.2963 6.5451
H -4.6121 -2.1657 5.6126
H -3.0693 -2.9721 6.0267
H -3.2174 -3.3925 3.4946
H -2.1508 -2.7266 1.3452
H -1.5565 0.8793 0.4197
H -3.7956 0.8585 -0.6499
H -2.7869 1.3238 -2.0901
H -4.2680 0.3690 -2.2958
H -3.2807 -1.8235 -3.1479
H -1.9848 -4.2864 -3.4853
H -0.3053 -5.8136 -2.3443
H 0.7143 -5.0973 -0.2202
H 0.2633 -2.8356 0.7569
H 1.0927 -0.3571 0.9867
H 0.8868 3.5849 -0.9286
H -0.5118 4.7707 -2.6050
H -1.6399 3.5411 -4.4408
H -1.1486 1.1114 -4.7412
H 0.2186 -0.0846 -3.0609
H 3.6679 0.3953 0.5909
H 2.7026 -1.0622 0.3381
H 5.2605 -1.0711 0.1015
H 4.3393 -2.0130 -1.0594
H 5.8840 0.5912 -1.4849
H 5.9861 -0.9620 -2.3561
H 4.7820 0.8568 -3.6242
H 3.9338 -0.6405 -3.4673
H 2.4514 1.2171 -3.0900
H 3.5841 1.9810 -1.9752
H -0.8597 2.8403 0.3655
H -0.9967 4.7345 1.9329
H 0.4356 4.6881 4.0190
H 1.9695 2.7966 4.3963
H 2.1811 0.9546 2.7369
H -1.6030 1.2477 2.9304
H -2.5534 0.5066 5.0901
*
```

Results
HOMO energy (eV): -9.91
LUMO level (eV): -3.57
Frontier orbital gap (eV): 6.34
SMILES: Cc1ccc([C@H](c2c(C)[nH]c3ccccc23)[C@@H](C(c2ccccc2)=[N+]2CCCCC2)c2ccccc2)cc1